The following is a DFT calculation (ωB97M-V/def2-TZVPD) of a molecular structure, C51H52F3N5RhSb in a non-equilibrium geometry.

XYZ file:
```
113
Properties=species:S:1:pos:R:3:forces:R:3:lowdin_charge:R:1
Rh 0.299 -0.172 0.199 -0.14 -0.55 -0.64 1.0785
C -3.413 -2.523 -1.587 -0.09 0.07 -0.07 -0.0199
C -2.965 -1.364 -2.435 0.21 0.10 0.28 -0.2397
C -3.219 -1.346 -3.803 -0.07 -0.01 0.00 -0.0372
C -2.783 -0.305 -4.601 0.06 -0.01 -0.06 -0.0411
C -2.061 0.741 -4.043 -0.02 -0.05 0.00 -0.0233
C -1.793 0.771 -2.684 0.00 -0.08 0.39 -0.2230
C -1.062 1.938 -2.071 -0.23 -0.16 -0.03 -0.0317
C -2.266 -0.285 -1.877 -0.24 0.05 -0.94 -0.2567
N -1.958 -0.250 -0.495 0.58 0.34 0.33 0.0681
C -2.842 0.017 0.381 -0.33 -0.10 -0.82 -0.2328
C -4.280 0.269 0.069 -0.05 -0.02 0.00 0.0258
C -2.369 0.198 1.769 0.36 0.20 0.85 -0.2231
C -3.372 0.383 2.858 -0.12 0.04 0.01 0.0313
N -1.104 0.286 1.946 -0.07 -0.04 -0.72 0.0658
C -0.636 0.712 3.214 0.39 0.32 0.99 -0.2483
C -0.627 -0.160 4.307 0.15 0.02 -0.33 -0.2355
C -0.895 -1.628 4.126 -0.09 0.07 0.06 -0.0132
C -0.384 0.380 5.564 0.07 -0.03 0.07 -0.0285
C -0.139 1.734 5.725 0.13 0.03 0.07 -0.0470
C -0.058 2.565 4.618 0.06 -0.05 0.03 -0.0250
C -0.289 2.067 3.346 -0.12 -0.29 -0.26 -0.2168
C -0.219 2.950 2.130 -0.07 -0.08 0.08 -0.0273
H -3.364 -3.451 -2.154 0.01 -0.02 0.02 0.0905
H -4.452 -2.394 -1.275 0.01 -0.03 0.05 0.0924
H -2.800 -2.625 -0.691 -0.02 -0.10 0.01 0.0750
H -3.765 -2.175 -4.237 0.01 0.00 -0.04 0.1307
H -2.982 -0.312 -5.663 -0.04 -0.01 0.00 0.1205
H -1.712 1.553 -4.670 0.01 0.01 0.00 0.1245
H -0.488 2.482 -2.818 0.03 0.00 0.03 0.0910
H -0.374 1.613 -1.276 0.09 0.14 -0.02 0.0077
H -1.768 2.633 -1.611 0.06 0.04 0.06 0.0986
H -4.458 0.246 -1.002 -0.02 -0.03 0.03 0.0959
H -4.583 1.246 0.449 0.00 -0.01 0.05 0.1066
H -4.912 -0.478 0.554 -0.02 0.02 0.02 0.1119
H -4.015 1.239 2.646 -0.03 -0.02 -0.05 0.1080
H -2.894 0.548 3.818 -0.09 -0.04 -0.04 0.0918
H -4.015 -0.497 2.918 -0.04 0.01 -0.01 0.1147
H -0.650 -1.955 3.114 0.01 -0.06 0.03 0.0610
H -1.946 -1.864 4.316 -0.01 -0.05 -0.03 0.0921
H -0.304 -2.212 4.830 -0.02 -0.02 -0.02 0.0938
H -0.408 -0.272 6.429 0.02 0.00 -0.01 0.1265
H 0.017 2.142 6.714 0.00 -0.02 0.00 0.1188
H 0.173 3.616 4.744 0.01 0.00 -0.01 0.1241
H 0.236 3.907 2.377 -0.01 0.01 -0.03 0.0907
H -1.214 3.139 1.721 0.02 0.06 -0.06 0.0871
H 0.378 2.477 1.340 0.01 0.07 -0.03 0.0470
N 5.393 4.264 6.420 0.00 -0.03 -0.05 0.2045
C 4.904 3.543 5.672 0.10 0.20 0.16 -0.1570
C 4.264 2.651 4.755 -0.19 -0.26 -0.25 -0.1887
C 3.831 1.402 5.203 0.01 0.11 0.10 0.0095
C 3.179 0.549 4.339 -0.20 -0.05 -0.08 0.0132
C 2.960 0.931 3.006 0.33 0.48 0.19 -0.2117
C 3.426 2.177 2.558 -0.21 -0.17 -0.12 -0.0051
C 4.063 3.034 3.425 0.03 0.12 0.17 0.0112
C 2.405 -0.011 2.121 -0.43 -0.26 -0.29 0.0400
C 1.951 -0.951 1.456 0.49 0.00 0.56 -0.1641
H 3.997 1.122 6.234 0.02 -0.04 -0.02 0.1350
H 2.845 -0.421 4.676 -0.05 -0.04 0.04 0.1311
H 3.287 2.456 1.522 -0.01 -0.02 0.12 0.0772
H 4.413 4.000 3.089 0.01 -0.02 -0.02 0.1268
C 2.105 -4.234 -3.524 -0.06 0.00 0.11 -0.0197
C 1.192 -3.015 -3.531 0.06 0.49 -0.37 -0.6007
C 1.556 -2.083 -4.697 -0.08 -0.20 0.02 -0.0204
C -0.267 -3.453 -3.645 0.11 -0.04 0.06 -0.0285
N 1.405 -2.323 -2.240 0.08 -0.89 0.58 -0.0389
N 0.532 -1.258 -1.946 -0.03 0.71 0.31 -0.0154
H 2.088 -4.711 -4.503 0.03 0.01 -0.02 0.0990
H 1.770 -4.963 -2.787 0.02 0.00 0.06 0.0838
H 3.137 -3.962 -3.298 0.03 0.05 -0.01 0.0751
H 1.339 -2.565 -5.650 0.03 0.04 -0.03 0.0979
H 2.617 -1.831 -4.670 0.03 0.02 -0.01 0.0736
H 0.970 -1.158 -4.665 0.00 0.01 -0.02 0.0730
H -0.350 -4.221 -4.412 -0.04 0.02 -0.04 0.1022
H -0.921 -2.629 -3.935 -0.02 -0.01 0.02 0.0620
H -0.616 -3.887 -2.704 0.00 -0.02 0.01 0.0898
H 2.371 -2.045 -2.136 0.02 0.25 0.03 0.0723
H -0.409 -1.619 -2.079 -0.04 0.05 -0.05 0.0571
H 0.633 -0.475 -2.599 -0.13 -0.10 -0.15 0.0579
F 6.824 -2.711 -4.899 0.03 0.00 -0.02 0.0991
C 6.037 -1.905 -4.188 -0.12 0.08 0.16 -0.2712
C 5.649 -0.690 -4.726 0.01 0.00 -0.16 0.0128
C 4.813 0.137 -3.991 -0.02 0.02 0.00 -0.1234
C 4.381 -0.244 -2.724 -0.44 0.37 0.29 -0.4847
C 4.804 -1.459 -2.200 0.07 -0.04 -0.16 -0.1808
C 5.634 -2.302 -2.925 0.06 -0.10 -0.02 0.0026
Sb 3.206 1.102 -1.498 0.64 -0.17 -0.14 1.3248
C 2.254 -2.320 1.064 -0.12 -0.27 0.06 -0.2686
C 1.249 -3.227 0.730 0.14 0.22 0.07 -0.0643
C 1.563 -4.530 0.399 -0.09 -0.17 0.00 0.0109
C 2.891 -4.913 0.404 -0.02 0.12 -0.02 -0.2674
F 3.206 -6.149 0.027 -0.01 -0.07 0.05 0.1047
C 3.907 -4.053 0.790 0.09 0.05 -0.04 0.0252
C 3.584 -2.754 1.130 -0.09 -0.03 -0.12 -0.0231
C 4.930 2.025 -0.618 -0.49 -0.11 -0.19 -0.4709
C 6.133 1.329 -0.518 0.01 0.09 0.03 -0.1081
C 7.244 1.926 0.054 0.06 0.00 0.07 0.0182
C 7.136 3.224 0.523 -0.12 -0.13 -0.04 -0.2688
F 8.197 3.799 1.086 0.02 0.03 -0.01 0.0998
C 5.956 3.941 0.428 0.00 0.15 0.06 -0.0064
C 4.851 3.335 -0.145 0.14 -0.03 -0.12 -0.1784
H 6.002 -0.405 -5.707 -0.01 -0.02 -0.01 0.1311
H 4.509 1.086 -4.414 0.02 0.01 -0.03 0.1033
H 4.504 -1.753 -1.208 -0.08 -0.15 0.26 0.0727
H 5.976 -3.245 -2.520 0.00 0.00 -0.04 0.1283
H 0.211 -2.906 0.758 -0.04 -0.07 -0.06 0.0970
H 0.803 -5.257 0.150 -0.01 0.02 -0.06 0.1320
H 4.929 -4.406 0.823 -0.02 -0.03 0.01 0.1345
H 4.355 -2.069 1.459 0.02 0.02 -0.06 0.1295
H 6.217 0.320 -0.897 0.04 -0.01 -0.02 0.0885
H 8.186 1.401 0.136 0.01 0.03 0.01 0.1301
H 5.920 4.960 0.791 0.03 0.02 -0.02 0.1292
H 3.930 3.900 -0.242 0.00 0.04 0.01 0.0995
```
Positions in Å, forces in eV/Å.

Calculated values
HOMO-LUMO gap (alpha / beta): 6.11 / 5.78 eV
2S+1: 5
net charge: +2
expectation value of S²: 6.023
LUMO (alpha / beta): -6.339 / -7.748 eV
E_tot: -78861.556 eV
highest occupied orbital energy (alpha / beta): -12.446 / -13.526 eV